one) {
  "formula": "C3H6N2O3",
  "method": "ωB97M-V/def2-TZVPD",
  "symbols": ["C", "C", "C", "N", "N", "O", "O", "O", "H", "H", "H", "H", "H", "H"],
  "positions_angstrom": [[-0.23, 1.22, -0.10], [0.56, -1.08, 0.65], [-0.33, -0.63, -1.58], [0.02, -0.13, -0.30], [0.00, 1.50, 1.34], [-0.69, 1.96, -0.92], [-0.90, 1.18, 2.04], [1.01, 2.09, 1.61], [1.30, -1.75, 0.37], [0.82, -0.32, 1.50], [-0.31, -1.53, 1.16], [0.59, -0.94, -2.02], [-1.01, -1.55, -1.40], [-0.84, -0.04, -2.35]],
  "smiles": "CN(C)C(=O)[N+](=O)[O-]",
  "lumo_ev": -0.147,
  "mol_weight_g_mol": 118.09
}

two) {
  "formula": "C3H6N2O3",
  "method": "ωB97M-V/def2-TZVPD",
  "symbols": ["O", "O", "O", "N", "N", "C", "C", "C", "H", "H", "H", "H", "H", "H"],
  "positions_angstrom": [[-0.49, -0.94, -2.25], [-1.45, -0.75, 1.55], [-2.49, -0.05, -0.24], [-0.18, 0.13, -1.70], [-1.47, -0.25, 0.40], [0.34, 1.41, 0.26], [0.92, -1.02, 0.16], [-0.14, 0.05, -0.23], [0.34, 1.41, 1.37], [1.36, 1.69, -0.07], [-0.32, 2.20, -0.10], [1.15, -1.02, 1.25], [0.57, -2.01, -0.05], [1.86, -0.85, -0.37]],
  "smiles": "CC(C)(N=O)[N+](=O)[O-]",
  "lumo_ev": -1.237,
  "mol_weight_g_mol": 118.09
}

three) {
  "formula": "C3H6N2O3",
  "method": "ωB97M-V/def2-TZVPD",
  "symbols": ["C", "C", "C", "H", "H", "H", "H", "H", "H", "N", "N", "O", "O", "O"],
  "positions_angstrom": [[-0.50, -0.33, 0.03], [0.79, -1.02, 0.49], [2.07, -0.35, -0.27], [-0.92, 1.90, -1.03], [0.18, 1.16, 1.04], [0.74, -1.95, 0.18], [0.84, -0.77, 1.59], [3.01, -1.10, -0.29], [-2.25, 0.33, -1.01], [-0.74, 0.94, 0.70], [-1.41, -1.12, -0.29], [-1.32, 2.03, -0.01], [2.07, 0.94, -0.66], [-2.57, -0.68, -0.47]],
  "smiles": "O=CC/C(=N/O)NO",
  "lumo_ev": -0.257,
  "mol_weight_g_mol": 118.09
}

Result of the stability comparison: three) is the least stable of them.

one) {
  "formula": "C3H6N2O3",
  "method": "ωB97M-V/def2-TZVPD",
  "symbols": ["O", "O", "O", "N", "N", "C", "C", "C", "H", "H", "H", "H", "H", "H"],
  "positions_angstrom": [[-1.79, -0.89, 1.27], [-0.74, -0.55, -2.40], [1.36, -0.49, -1.93], [-1.38, -0.97, 0.18], [0.18, -0.47, -1.59], [1.02, -0.65, 0.75], [-0.51, 1.35, 0.15], [-0.15, -0.23, -0.14], [1.90, -0.20, 0.41], [0.80, -0.33, 1.74], [1.06, -1.68, 0.77], [-1.49, 1.63, -0.11], [-0.53, 1.51, 1.26], [0.28, 1.97, -0.39]],
  "smiles": "CC(C)(N=O)[N+](=O)[O-]",
  "lumo_ev": -0.429,
  "mol_weight_g_mol": 118.09
}

two) {
  "formula": "C3H6N2O3",
  "method": "ωB97M-V/def2-TZVPD",
  "symbols": ["N", "C", "C", "N", "C", "O", "O", "O", "H", "H", "H", "H", "H", "H"],
  "positions_angstrom": [[1.19, 0.37, 0.97], [1.08, 0.78, -0.53], [-0.31, 0.30, -0.41], [1.33, -0.88, 1.57], [-0.63, -0.97, -0.78], [-1.22, 1.39, -0.38], [-2.36, 1.07, -1.21], [1.60, 1.76, -0.98], [-3.02, 0.88, -0.51], [1.44, 1.16, 1.57], [1.97, -1.46, 1.02], [0.42, -1.35, 1.60], [-1.02, -1.19, -1.77], [-0.46, -1.85, -0.17]],
  "smiles": "C=C(OO)C(=O)NN",
  "lumo_ev": [-0.232, -0.189],
  "mol_weight_g_mol": 118.09
}

Result of the stability comparison: two) is the least stable of them.